Record 1
C28H41GaIO29 as an isolated structure. Source: OMol25; level of theory: ωB97M-V with the def2-TZVPD basis set.

Results
E_LUMO	0.060	hartree
gap between HOMO and LUMO	6.5	eV
2S+1	1
max |F|	1.37	eV Å⁻¹
relative energy (zero: lowest compared OMol25 entry of this formula, charge and spin)	0.0	kcal/mol
charge	-1
E_HOMO	-4.878	eV
DFT total energy	-149554.8511	eV

Last column: Mulliken charge in e.
Positions of all 100 atoms, in Å:
1 O 0.716 -3.290 0.665  -0.249
2 O 0.719 -2.442 -0.457  -0.369
3 C -0.578 -1.807 -0.636  0.220
4 Ga -2.212 -2.977 -0.186  0.069
5 I -4.035 -1.452 1.005  -0.482
6 H 1.338 -2.896 1.306  0.248
7 H -0.594 -0.838 -0.073  -0.218
8 H -0.645 -1.559 -1.727  0.192
9 H -2.887 -3.460 -1.577  -0.200
10 H -1.930 -4.176 0.827  -0.193
11 C -0.555 2.344 1.999  -0.334
12 C -0.242 3.693 1.415  -0.385
13 O 0.134 3.376 0.077  -0.313
14 C -0.442 2.183 -0.233  0.599
15 O -0.467 1.719 -1.327  -0.500
16 O -0.983 1.600 0.863  -0.193
17 H -1.340 2.385 2.752  0.311
18 H 0.325 1.858 2.428  0.278
19 H -1.114 4.352 1.391  0.253
20 H 0.570 4.198 1.937  0.311
21 C 0.402 -5.595 -3.598  -0.256
22 C 0.473 -6.157 -2.207  -0.103
23 O -0.823 -6.718 -2.021  -0.295
24 C -1.327 -6.984 -3.252  0.639
25 O -2.319 -7.609 -3.452  -0.537
26 O -0.550 -6.449 -4.230  -0.342
27 H 1.360 -5.631 -4.115  0.290
28 H 0.027 -4.569 -3.616  0.233
29 H 1.218 -6.954 -2.113  0.247
30 H 0.676 -5.390 -1.459  0.140
31 C -9.102 0.854 1.888  -0.312
32 C -8.083 -0.180 2.276  -0.341
33 O -6.858 0.540 2.200  -0.200
34 C -7.147 1.854 2.351  0.598
35 O -6.337 2.711 2.503  -0.537
36 O -8.490 2.070 2.308  -0.340
37 H -10.060 0.708 2.386  0.282
38 H -9.266 0.895 0.808  0.264
39 H -8.219 -0.540 3.300  0.257
40 H -8.072 -1.034 1.600  0.323
41 C -3.258 2.643 -4.457  0.128
42 C -3.178 2.062 -3.077  -0.019
43 O -4.476 1.489 -2.904  -0.259
44 C -4.978 1.240 -4.137  0.615
45 O -5.971 0.618 -4.348  -0.572
46 O -4.205 1.798 -5.107  -0.389
47 H -2.300 2.624 -4.976  0.356
48 H -3.641 3.665 -4.456  -0.097
49 H -2.427 1.273 -2.997  0.243
50 H -2.980 2.815 -2.317  0.063
51 C -6.335 7.052 -3.595  -0.375
52 C -6.616 5.579 -3.705  -0.377
53 O -5.310 5.007 -3.656  -0.292
54 C -4.504 5.893 -3.024  0.568
55 O -3.392 5.652 -2.672  -0.419
56 O -5.123 7.085 -2.844  -0.342
57 H -7.127 7.593 -3.078  0.313
58 H -6.162 7.521 -4.567  0.249
59 H -7.200 5.199 -2.865  0.273
60 H -7.120 5.317 -4.634  0.335
61 C 2.510 -5.237 3.271  -0.326
62 C 2.712 -5.506 4.735  -0.347
63 O 3.626 -4.479 5.119  -0.348
64 C 3.492 -3.464 4.231  0.679
65 O 3.991 -2.390 4.362  -0.560
66 O 2.721 -3.828 3.178  -0.180
67 H 1.510 -5.503 2.929  0.288
68 H 3.246 -5.747 2.644  0.270
69 H 1.792 -5.393 5.313  0.289
70 H 3.132 -6.492 4.927  0.300
71 C 6.914 -3.190 3.950  -0.044
72 C 7.849 -2.207 4.580  -0.196
73 O 8.530 -2.993 5.560  -0.359
74 C 8.457 -4.288 5.159  0.659
75 O 9.063 -5.182 5.660  -0.565
76 O 7.607 -4.432 4.108  -0.386
77 H 6.733 -2.974 2.899  0.450
78 H 5.961 -3.250 4.469  -0.095
79 H 8.581 -1.816 3.869  0.095
80 H 7.324 -1.374 5.043  0.332
81 C 8.532 -4.105 0.078  -0.309
82 C 9.882 -4.361 0.684  -0.282
83 O 10.334 -3.049 1.006  -0.327
84 C 9.240 -2.260 1.142  0.663
85 O 9.263 -1.148 1.572  -0.549
86 O 8.114 -2.903 0.726  -0.311
87 H 7.827 -4.912 0.270  0.292
88 H 8.583 -3.926 -0.999  0.291
89 H 9.824 -4.951 1.603  0.233
90 H 10.566 -4.849 -0.008  0.301
91 C -0.870 8.130 -2.867  -0.034
92 C -0.628 7.826 -1.417  -0.134
93 O 0.289 8.851 -1.031  -0.336
94 C 0.126 9.889 -1.890  0.630
95 O 0.617 10.962 -1.748  -0.532
96 O -0.672 9.543 -2.932  -0.347
97 H -1.875 7.863 -3.188  0.039
98 H -0.146 7.642 -3.525  0.264
99 H -1.535 7.915 -0.814  0.200
100 H -0.197 6.838 -1.262  0.237

---

Record 2
C28H41IrN2O4PS3 as an isolated structure. Source: OMol25; level of theory: ωB97M-V with the def2-TZVPD basis set.

Results
E_LUMO (spin up / spin down)	-0.322 / -0.314	hartree
gap between HOMO and LUMO (spin up / spin down)	4.0 / 4.2	eV
2S+1	2
max |F|	3.59	eV Å⁻¹
charge	+2
E_HOMO (spin up / spin down)	-12.768 / -12.770	eV
DFT total energy	-85487.9079	eV

Last column: Mulliken spin population.
Positions of all 80 atoms, in Å:
1 Ir -0.856 0.029 -0.333  0.692
2 C 0.279 -0.656 6.552  0.000
3 O 1.531 -0.677 5.893  0.001
4 C 1.591 -0.735 4.569  0.009
5 C 2.893 -0.815 4.012  -0.022
6 C 3.062 -0.911 2.657  0.006
7 C 1.979 -0.910 1.760  -0.048
8 C 2.160 -1.027 0.337  0.012
9 C 3.538 -1.283 -0.211  0.000
10 O 1.239 -0.928 -0.493  0.020
11 C 0.646 -0.811 2.311  -0.005
12 O -0.416 -0.848 1.603  0.101
13 C 0.502 -0.719 3.714  0.012
14 H 0.509 -0.606 7.614  0.000
15 H -0.285 -1.569 6.344  0.000
16 H -0.308 0.223 6.276  0.000
17 H 3.739 -0.801 4.682  0.000
18 H 4.068 -0.956 2.272  0.000
19 H 4.159 -0.406 -0.043  0.000
20 H 3.471 -1.461 -1.282  0.000
21 H 4.005 -2.137 0.269  0.000
22 H -0.508 -0.646 4.085  -0.001
23 C -1.534 4.330 -2.598  -0.001
24 C -1.508 2.821 -2.385  -0.011
25 C -1.328 2.055 -3.694  0.001
26 C -2.825 2.388 -1.734  0.020
27 P -0.154 2.252 -1.185  0.091
28 C -0.364 3.270 0.318  -0.040
29 C 0.053 4.589 0.476  -0.002
30 C -0.181 5.258 1.665  0.000
31 C -0.836 4.632 2.712  0.000
32 C -1.244 3.316 2.573  0.006
33 C -1.002 2.645 1.391  0.035
34 C 1.603 2.544 -1.847  -0.002
35 C 1.765 3.846 -2.627  -0.001
36 C 1.983 1.376 -2.760  0.005
37 C 2.506 2.539 -0.610  -0.001
38 H -2.463 4.594 -3.100  0.001
39 H -0.718 4.675 -3.222  0.000
40 H -1.510 4.859 -1.647  0.000
41 H -2.213 2.183 -4.313  -0.002
42 H -1.197 0.987 -3.503  0.005
43 H -0.479 2.413 -4.270  -0.001
44 H -3.651 2.586 -2.413  0.001
45 H -3.011 2.922 -0.803  0.001
46 H -2.811 1.311 -1.529  -0.011
47 H 0.558 5.107 -0.322  0.000
48 H 0.152 6.281 1.770  0.000
49 H -1.028 5.170 3.629  0.000
50 H -1.754 2.813 3.381  0.001
51 H -1.321 1.607 1.295  -0.024
52 H 1.252 3.794 -3.584  0.000
53 H 2.825 3.999 -2.829  -0.001
54 H 1.409 4.714 -2.081  0.001
55 H 1.403 1.372 -3.679  0.001
56 H 1.842 0.421 -2.260  0.007
57 H 3.031 1.472 -3.040  0.000
58 H 2.370 3.436 -0.013  0.000
59 H 3.548 2.498 -0.919  0.000
60 H 2.298 1.673 0.019  0.000
61 C -4.412 -3.829 -0.643  0.005
62 O -4.223 -2.673 0.156  0.001
63 C -3.334 -1.776 -0.140  0.004
64 S -3.319 -0.345 0.722  -0.047
65 S -2.189 -1.904 -1.431  0.126
66 H -5.481 -4.038 -0.647  0.001
67 H -3.889 -4.674 -0.193  0.000
68 H -4.049 -3.662 -1.659  0.000
69 S -0.149 -3.561 -2.098  0.042
70 C -0.181 -5.177 -1.601  0.005
71 N 0.052 -6.193 -2.425  0.005
72 C 0.017 -7.475 -1.745  0.000
73 C -0.252 -7.072 -0.281  0.000
74 N -0.428 -5.628 -0.369  0.002
75 H 0.227 -6.095 -3.411  0.000
76 H 0.965 -8.000 -1.870  0.000
77 H -0.782 -8.098 -2.155  0.000
78 H 0.588 -7.314 0.375  0.000
79 H -1.152 -7.540 0.119  0.000
80 H -0.474 -5.044 0.449  0.000

---

Record 3
C28H41MnN7O5P2SSe3 as an isolated structure. Source: OMol25; level of theory: ωB97M-V with the def2-TZVPD basis set.

Results
E_LUMO (spin up / spin down)	0.152 / 0.152	hartree
gap between HOMO and LUMO (spin up / spin down)	6.0 / 5.9	eV
2S+1	2
max |F|	1.45	eV Å⁻¹
relative energy (zero: lowest compared OMol25 entry of this formula, charge and spin)	16.4	kcal/mol
charge	-2
E_HOMO (spin up / spin down)	-1.915 / -1.785	eV
DFT total energy	-307144.4370	eV

Last column: Mulliken spin population.
Positions of all 88 atoms, in Å:
1 Mn 0.659 0.335 0.081  0.978
2 C 3.479 -0.259 5.185  0.001
3 C 3.774 0.973 4.338  0.001
4 N 2.590 1.637 3.839  0.000
5 C 1.837 1.123 2.796  -0.006
6 S 2.468 -0.038 1.768  0.008
7 N 0.608 1.668 2.806  0.005
8 N -0.141 1.207 1.764  -0.013
9 C -1.420 1.327 1.826  -0.008
10 C -2.187 1.926 2.960  -0.001
11 C -2.162 0.755 0.667  0.000
12 C -3.546 0.829 0.567  -0.002
13 C -4.161 0.211 -0.518  0.002
14 C -3.388 -0.456 -1.451  -0.002
15 C -2.007 -0.471 -1.286  0.017
16 N -1.421 0.129 -0.260  -0.006
17 H 4.405 -0.766 5.469  0.000
18 H 2.866 -0.967 4.627  0.000
19 H 2.948 0.015 6.101  0.000
20 H 4.389 0.701 3.480  -0.001
21 H 4.334 1.709 4.924  0.000
22 H 2.002 2.073 4.534  0.000
23 H -1.505 2.196 3.763  0.000
24 H -2.927 1.217 3.337  -0.001
25 H -2.722 2.825 2.641  -0.001
26 H -4.128 1.340 1.319  -0.001
27 H -5.241 0.243 -0.612  0.000
28 H -3.824 -0.984 -2.287  0.000
29 H -1.346 -1.012 -1.948  0.000
30 Se -0.398 -2.414 1.594  0.003
31 P -0.258 -4.109 0.303  0.001
32 Se -0.977 -4.057 -1.724  0.000
33 C 1.511 -4.584 0.320  -0.001
34 C 2.362 -3.852 -0.506  0.002
35 C 3.734 -4.022 -0.417  0.000
36 C 4.265 -4.952 0.468  0.000
37 C 3.420 -5.696 1.281  0.000
38 C 2.046 -5.499 1.219  0.000
39 C -1.052 -5.569 1.094  -0.001
40 C -1.909 -5.434 2.174  0.000
41 C -2.570 -6.542 2.694  0.000
42 C -2.368 -7.798 2.147  0.000
43 C -1.499 -7.943 1.068  0.000
44 C -0.857 -6.836 0.543  0.000
45 H 1.952 -3.105 -1.170  0.000
46 H 4.371 -3.384 -1.016  0.000
47 H 5.338 -5.080 0.542  0.000
48 H 3.829 -6.411 1.986  0.000
49 H 1.396 -6.052 1.887  0.000
50 H -2.046 -4.448 2.604  0.000
51 H -3.242 -6.417 3.536  0.000
52 H -2.882 -8.662 2.553  0.000
53 H -1.332 -8.919 0.628  0.000
54 H -0.200 -6.944 -0.312  0.000
55 C -3.179 3.566 -2.882  0.000
56 N -2.167 4.299 -2.136  0.000
57 C -2.685 4.737 -0.846  0.001
58 P -0.625 3.625 -2.062  0.009
59 O -0.472 2.657 -0.957  -0.007
60 N -0.364 2.972 -3.549  0.001
61 C -0.485 1.539 -3.781  -0.014
62 C 0.316 3.678 -4.614  0.000
63 N 0.322 4.965 -1.860  -0.001
64 C 1.716 4.741 -1.488  -0.001
65 C 0.052 6.293 -2.349  0.000
66 H -3.543 2.694 -2.322  0.000
67 H -2.779 3.222 -3.832  0.000
68 H -4.031 4.224 -3.080  0.000
69 H -3.178 3.909 -0.320  0.000
70 H -3.406 5.550 -0.985  0.000
71 H -1.876 5.096 -0.211  0.000
72 H -0.723 1.038 -2.851  0.019
73 H 0.474 1.140 -4.110  0.000
74 H -1.272 1.341 -4.521  0.000
75 H 0.434 4.733 -4.380  0.000
76 H -0.254 3.608 -5.549  0.000
77 H 1.307 3.240 -4.776  0.000
78 H 1.883 3.708 -1.175  0.000
79 H 1.983 5.409 -0.663  0.000
80 H 2.370 4.957 -2.342  0.000
81 H -0.975 6.378 -2.699  0.000
82 H 0.729 6.558 -3.174  0.000
83 H 0.213 7.029 -1.552  0.000
84 O 2.277 1.649 -0.722  0.031
85 Se 2.756 0.474 -1.816  0.001
86 O 4.140 -0.280 -1.410  0.000
87 O 1.426 -0.545 -1.558  -0.011
88 O 2.750 1.033 -3.355  -0.001